1.
ORCA calculation (wB97M-V/def2-TZVPD) on a molecular structure, C17H8Cl5CsN2S2.

Each line ends with the Mulliken charge.
Cartesian coordinates (Å):
Cs -1.23538 -0.48798 0.14326  0.98
C 2.27581 1.21385 -3.91513  -1.37
C 2.00559 2.02118 -2.67984  0.91
C 2.88006 1.96849 -1.60048  -0.43
C 2.61741 2.68017 -0.44285  -0.41
C 1.47595 3.45980 -0.35035  -0.52
C 0.59766 3.52051 -1.42033  -0.47
C 0.86421 2.80778 -2.57716  -0.44
H 3.34432 1.15949 -4.12211  0.36
H 1.76752 1.63886 -4.77851  0.36
H 1.90537 0.19756 -3.76982  0.27
H 3.76970 1.35539 -1.66526  0.32
H 3.30609 2.62574 0.39055  0.36
H 1.26887 4.01871 0.55180  0.37
H -0.30186 4.11434 -1.34952  0.35
H 0.17259 2.85608 -3.40812  0.33
S -3.85239 -0.03236 -1.50497  -0.74
C -4.10223 1.50714 -0.81887  0.51
S -3.07295 2.13019 0.39048  -0.65
C -5.18563 2.27791 -1.27241  -0.34
C -6.04634 1.81526 -2.26309  0.25
N -6.79783 1.47939 -3.07753  -0.66
C -5.47556 3.54683 -0.78711  0.28
N -5.75828 4.61162 -0.42647  -0.68
Cl 0.74779 -2.25842 2.78969  -0.24
C 0.70103 -3.47836 1.55877  1.05
C 0.56538 -3.06014 0.23815  -1.39
C 0.53861 -4.12029 -0.66642  0.60
Cl 0.37547 -3.73145 -2.34645  -0.25
C 0.61124 -5.46329 -0.32073  -0.30
Cl 0.54975 -6.73264 -1.50163  -0.21
C 0.73493 -5.80578 1.02021  0.49
Cl 0.81259 -7.46607 1.48960  -0.22
C 0.78470 -4.79978 1.97567  -0.28
Cl 0.93845 -5.22511 3.65218  -0.21

Cartesian forces (eV/Å) of the 3 atoms listed first:
0.46 -0.05 0.17
-0.06 -0.08 0.07
0.04 0.07 -0.02

Properties
HOMO in eV: -1.52
LUMO level in eV: 3.71
Total charge: -2
Electronic energy in Eh: -3879.666234
Relative energy (zero: lowest compared OMol25 entry of this formula, charge and spin) in kJ/mol: 24.9

2.
ORCA calculation (wB97M-V/def2-TZVPD) on a molecular structure, C58H76CrN3O4P.

Each line ends with the Mulliken charge.
Cartesian coordinates (Å):
Cr -0.37746 -0.52821 -1.67199  -0.61
C 0.73692 1.13976 1.41348  -1.07
O -0.04694 0.79429 0.26772  0.88
C -1.05554 1.69227 -0.02985  0.53
C -2.32522 1.45984 0.49830  0.56
C -2.74419 0.15854 1.16407  -0.64
C -1.75798 -0.76837 1.83029  -0.59
C -1.67903 -0.80394 3.21824  -0.10
C -0.92718 -1.75741 3.89334  -0.58
C -0.23119 -2.67237 3.10774  -0.59
C -0.27158 -2.65802 1.72227  0.94
C 0.55105 -3.65235 0.93014  -1.23
C 1.92543 -3.06323 0.72396  0.85
C 2.83680 -3.06831 1.76680  -0.71
C 4.06419 -2.41836 1.68538  -0.26
C 4.32697 -1.70310 0.52671  -0.32
C 3.44467 -1.67928 -0.54888  0.55
C 3.75597 -0.78383 -1.72402  -1.81
C 3.40464 0.64785 -1.36953  0.44
C 4.34094 1.51162 -0.83144  -0.66
C 4.03417 2.83354 -0.51019  -0.21
C 2.73978 3.26018 -0.78206  -0.04
C 1.76878 2.41824 -1.31391  -0.40
C 0.43045 2.98878 -1.71756  -0.92
C -0.80995 2.79415 -0.85917  0.09
C -1.84429 3.69967 -1.05312  -1.11
C -3.10408 3.54650 -0.47973  0.76
C -3.32725 2.39868 0.27002  -0.77
C -4.18451 4.58855 -0.74279  1.88
C -3.67678 5.97404 -0.31341  -1.75
C -5.47381 4.29277 0.02788  -2.04
C -4.50732 4.60711 -2.24567  -1.46
C 2.08920 1.08029 -1.57572  -0.21
O 1.20675 0.18681 -2.03081  0.06
C 5.09575 3.74102 0.10635  2.08
C 6.38704 3.68936 -0.72385  -1.73
C 5.37774 3.25000 1.53526  -1.49
C 4.63989 5.20058 0.17284  -2.12
C 2.25726 -2.40410 -0.46194  -0.52
O 1.38575 -2.49231 -1.55406  0.68
C 1.67928 -3.59853 -2.39685  -1.38
C 5.04456 -2.49819 2.84914  2.11
C 5.34366 -3.97571 3.15268  -1.77
C 6.37034 -1.79828 2.53686  -2.05
C 4.42969 -1.83645 4.09066  -1.49
C -1.04410 -1.69680 1.05528  -0.58
O -1.16368 -1.72480 -0.28578  -0.04
C -0.88113 -1.87241 5.41640  2.04
C -1.34486 -3.27997 5.82776  -1.71
C -1.80533 -0.85728 6.09138  -2.14
C 0.55396 -1.64199 5.90707  -1.65
H 1.22662 2.10318 1.26811  0.31
H 1.48978 0.35955 1.52421  0.14
H 0.10583 1.17029 2.30475  0.34
H -3.19177 -0.43081 0.35857  -1.12
H -3.54274 0.38875 1.87073  1.07
H -2.24372 -0.06189 3.77037  0.69
H 0.37039 -3.43685 3.58719  0.50
H 0.06870 -3.83812 -0.02772  -0.16
H 0.62540 -4.58941 1.48343  0.97
H 2.56662 -3.59121 2.67724  0.32
H 5.24229 -1.13213 0.43828  0.44
H 3.17127 -1.08295 -2.59222  0.25
H 4.81665 -0.84328 -1.96813  0.89
H 5.34426 1.13587 -0.66620  0.34
H 2.46337 4.29110 -0.59578  0.56
H 0.17878 2.57172 -2.69796  -0.25
H 0.55721 4.06158 -1.86604  0.86
H -1.65556 4.54631 -1.70284  0.51
H -4.30417 2.20941 0.69761  0.63
H -3.41228 5.97220 0.74538  0.39
H -4.45625 6.72096 -0.47249  0.48
H -2.79916 6.27626 -0.88492  0.30
H -5.28581 4.23412 1.10146  0.41
H -5.93701 3.36108 -0.30418  0.34
H -6.18744 5.09899 -0.14382  0.44
H -3.63778 4.89685 -2.83703  0.30
H -5.30749 5.32328 -2.44217  0.54
H -4.83718 3.62061 -2.58157  0.15
H 6.82757 2.69267 -0.73303  0.31
H 7.12784 4.37499 -0.30847  0.47
H 6.18584 3.98377 -1.75541  0.38
H 5.73323 2.21776 1.53023  0.22
H 4.46657 3.29106 2.13573  0.31
H 6.13612 3.87399 2.01337  0.46
H 4.38784 5.58055 -0.81904  0.43
H 5.44956 5.81271 0.57226  0.44
H 3.77657 5.32464 0.82918  0.37
H 1.71170 -4.53134 -1.82713  0.33
H 2.63841 -3.46893 -2.90488  0.28
H 0.88479 -3.65242 -3.14180  0.25
H 5.73677 -4.47585 2.26559  0.38
H 4.44999 -4.50889 3.47826  0.30
H 6.08753 -4.05183 3.94779  0.48
H 6.83330 -2.20501 1.63599  0.46
H 7.06192 -1.95169 3.36600  0.43
H 6.23401 -0.72189 2.41256  0.25
H 3.50438 -2.33056 4.39270  0.24
H 4.20714 -0.78531 3.89641  0.30
H 5.13210 -1.89038 4.92470  0.49
H -2.33623 -3.48670 5.41957  0.37
H -1.39712 -3.36139 6.91530  0.47
H -0.66199 -4.04999 5.46828  0.31
H -2.83635 -0.98715 5.75657  0.43
H -1.49341 0.16839 5.88490  0.37
H -1.78347 -1.00048 7.17246  0.44
H 1.24343 -2.35933 5.45863  0.33
H 0.60541 -1.75335 6.99230  0.49
H 0.89418 -0.63813 5.64584  0.33
C -1.69762 1.78595 -5.73858  -0.95
C -0.61203 0.91951 -5.75751  -0.87
C -0.25556 0.22003 -4.61168  -1.24
C -0.97860 0.34277 -3.42409  1.22
C -2.07315 1.21509 -3.43455  1.08
C -2.42645 1.93790 -4.56776  -1.27
H -1.96323 2.34956 -6.62368  0.40
H -0.03195 0.79729 -6.66375  0.38
H 0.61802 -0.42384 -4.63768  0.35
H -2.63884 1.37757 -2.51764  0.40
H -3.25985 2.63048 -4.53050  0.41
C -5.58748 -2.96894 -1.88924  -0.76
N -4.32629 -3.81434 -2.07175  0.25
C -4.16680 -4.07360 -3.57507  -0.76
N -4.12623 -2.85935 -4.30086  0.23
C -5.33848 -2.08350 -4.07554  -0.88
N -5.51453 -1.77997 -2.65828  0.27
C -4.52409 -0.82985 -2.15884  -1.81
P -2.74161 -1.46144 -2.27364  2.93
C -3.13263 -3.12636 -1.49226  -1.54
C -2.92212 -2.06822 -4.04617  -1.37
H -5.67947 -2.73983 -0.82753  0.39
H -6.43117 -3.58225 -2.20804  0.34
H -4.45171 -4.70783 -1.59549  0.38
H -5.02757 -4.67079 -3.87955  0.38
H -3.25207 -4.64882 -3.71651  0.37
H -6.20341 -2.64484 -4.43467  0.27
H -5.27070 -1.15028 -4.63160  0.42
H -4.76368 -0.59237 -1.12129  0.44
H -4.59325 0.09419 -2.73447  0.39
H -3.29304 -2.98086 -0.42395  0.53
H -2.25567 -3.76284 -1.61410  0.41
H -2.03830 -2.66429 -4.28946  0.47
H -2.91509 -1.20216 -4.70908  0.26

Cartesian forces (eV/Å) of the 3 atoms listed first:
-0.66 -0.42 0.82
0.20 -0.09 0.21
-0.12 0.11 -0.25

Properties
HOMO (alpha / beta) in eV: -9.63 / -9.64
LUMO level (alpha / beta) in eV: -2.61 / -2.61
Total charge: +1
Electronic energy in Eh: -4106.520137
2S+1: 2

- electronic energy of number 2 (C58H76CrN3O4P)?
  -4106.520137 Eh

- Which value of electronic energy does entry 2 give?
  -4106.520137 Eh